# C13H13NO

One molecule with the formula C13H13NO (ωB97M-V with the def2-TZVPD basis set, the Open Molecules 2025 dataset).

The geometry in XYZ format:
```
28
Properties=species:S:1:pos:R:3:forces:R:3:nbo_charge:R:1
C 0.445141 2.235289 -2.452224 0.115 -0.126 0.011 -0.598
C 1.199834 1.089679 -1.784962 -0.119 0.144 -0.184 -0.509
C 0.816634 -0.245979 -2.393009 0.205 0.204 0.203 0.691
O 0.742715 -0.428905 -3.589156 -0.002 0.102 -0.292 -0.616
N 0.620967 -1.283170 -1.530534 -0.120 -0.719 -0.054 -0.640
C 0.587519 -1.272738 -0.119957 0.291 -0.066 0.355 0.146
C 1.518000 -1.995210 0.585820 -0.204 0.196 -0.332 -0.223
C 1.510764 -1.996755 1.986690 -0.144 0.038 0.311 -0.203
C 0.577334 -1.272627 2.673142 0.188 -0.143 -0.003 -0.186
C -0.414717 -0.543417 1.985089 0.024 0.010 -0.317 -0.074
C -1.408348 0.187520 2.670343 -0.177 0.132 0.007 -0.173
C -2.385034 0.855367 1.987258 0.077 -0.051 0.291 -0.211
C -2.422554 0.810234 0.585308 0.091 -0.048 -0.264 -0.205
C -1.467709 0.123231 -0.110371 -0.146 0.117 -0.053 -0.217
C -0.430346 -0.553636 0.565216 0.027 -0.131 0.264 -0.004
H 0.522384 2.141935 -3.532549 -0.020 0.041 -0.057 0.228
H -0.606776 2.212996 -2.176833 -0.110 0.044 0.000 0.203
H 0.860864 3.192641 -2.148392 -0.011 0.084 0.022 0.209
H 2.270392 1.207565 -1.977432 -0.008 -0.082 0.067 0.234
H 1.045963 1.093668 -0.707205 0.108 0.023 -0.049 0.220
H 0.555760 -2.188857 -1.978489 -0.049 0.175 -0.053 0.411
H 2.269475 -2.558558 0.052178 0.074 0.011 -0.094 0.219
H 2.259595 -2.567182 2.515446 0.046 -0.032 0.073 0.218
H 0.577564 -1.256741 3.753111 0.011 -0.006 0.111 0.213
H -1.383461 0.203120 3.750483 -0.010 0.012 0.103 0.211
H -3.141607 1.411720 2.520562 -0.043 0.028 0.073 0.216
H -3.215577 1.320614 0.059019 -0.049 0.025 -0.073 0.217
H -1.504777 0.078194 -1.188550 -0.047 0.017 -0.069 0.222
```
Positions in Å, forces in eV/Å.

Properties
- relative energy (zero: lowest compared OMol25 entry of this formula, charge and spin) (kcal/mol) = 0.00
- total charge = 0
- strongest force on any atom (hartree/bohr) = 0.0142
- energy (Eh) = -633.2072
- structure (SMILES) = CCC(=O)Nc1cccc2ccccc12
- molar mass (g/mol) = 199.25